Entry 1:
{
  "formula": "C31H35BrIN5O8PPt",
  "method": "wB97M-V/def2-TZVPD",
  "spin_multiplicity": 1,
  "homo_lumo_gap_ev": [5.162, 5.028],
  "e_tot_ha": -5410.14912,
  "charge": 1,
  "mol_weight_g_mol": 1038.51,
  "elements": ["Pt", "O", "C", "C", "C", "C", "C", "C", "C", "O", "N", "N", "C", "C", "C", "C", "C", "C", "N", "H", "H", "H", "H", "H", "H", "H", "H", "H", "H", "I", "C", "C", "N", "N", "C", "H", "H", "H", "Br", "C", "C", "C", "C", "C", "C", "C", "O", "O", "H", "H", "H", "H", "C", "C", "C", "C", "O", "P", "O", "O", "O", "C", "C", "C", "C", "H", "H", "H", "H", "H", "H", "H", "H", "H", "H", "H", "H", "H", "H", "H", "H", "H", "H"],
  "coordinates": [[-0.72, 1.46, 0.01], [-3.50, -0.86, 4.12], [-2.20, -0.86, 4.47], [-1.71, -1.74, 5.43], [-0.38, -1.71, 5.80], [0.49, -0.78, 5.24], [0.02, 0.09, 4.29], [-1.32, 0.06, 3.87], [-1.67, 0.92, 2.74], [-0.88, 1.77, 2.29], [-2.88, 0.78, 2.15], [-2.96, 1.16, 0.95], [-3.96, 1.31, 0.17], [-3.68, 1.73, -1.18], [-4.67, 1.99, -2.13], [-4.30, 2.39, -3.40], [-2.95, 2.50, -3.70], [-2.02, 2.23, -2.71], [-2.39, 1.89, -1.49], [-3.97, -1.56, 4.58], [-2.39, -2.46, 5.88], [-0.02, -2.41, 6.55], [1.53, -0.77, 5.54], [0.68, 0.81, 3.82], [-4.98, 1.10, 0.49], [-5.71, 1.88, -1.86], [-5.04, 2.60, -4.15], [-2.61, 2.79, -4.69], [-0.95, 2.27, -2.90], [-0.70, 7.61, 1.59], [-0.42, 5.82, 0.57], [0.40, 5.59, -0.51], [0.25, 4.31, -0.85], [-0.63, 3.70, -0.04], [-1.04, 4.60, 0.84], [1.06, 6.26, -1.04], [0.75, 3.74, -1.52], [-1.76, 4.36, 1.60], [3.09, 0.62, -3.42], [4.06, 1.03, -1.84], [5.44, 0.92, -1.88], [6.19, 1.20, -0.75], [5.57, 1.57, 0.43], [4.19, 1.66, 0.48], [3.42, 1.41, -0.66], [1.94, 1.55, -0.51], [1.43, 1.29, 0.62], [1.22, 1.96, -1.46], [5.93, 0.62, -2.80], [7.27, 1.11, -0.79], [6.16, 1.78, 1.31], [3.68, 1.95, 1.39], [1.29, -3.69, 0.54], [2.06, -2.42, 0.17], [2.43, -1.65, 1.44], [3.30, -2.76, -0.64], [1.27, -1.56, -0.70], [-0.26, -1.21, -0.59], [-0.68, -0.70, 0.78], [-0.53, -0.13, -1.61], [-1.11, -2.52, -0.86], [-1.51, -3.01, -2.17], [-1.87, -4.47, -1.94], [-0.38, -2.89, -3.19], [-2.73, -2.22, -2.63], [1.92, -4.34, 1.15], [0.99, -4.23, -0.35], [0.40, -3.43, 1.11], [2.97, -2.31, 2.12], [1.52, -1.29, 1.92], [3.05, -0.79, 1.20], [3.98, -3.37, -0.05], [3.82, -1.85, -0.94], [3.03, -3.31, -1.54], [-1.00, -5.04, -1.63], [-2.27, -4.91, -2.86], [-2.63, -4.54, -1.16], [0.50, -3.43, -2.85], [-0.11, -1.84, -3.33], [-0.70, -3.30, -4.14], [-3.52, -2.30, -1.88], [-3.10, -2.60, -3.58], [-2.47, -1.17, -2.74]]
}

=====

Entry 2:
{
  "formula": "C4H5NO",
  "method": "wB97M-V/def2-TZVPD",
  "spin_multiplicity": 1,
  "homo_lumo_gap_ev": 9.852,
  "e_tot_ha": -285.36705,
  "smiles": "O=C1CCC=N1",
  "mol_weight_g_mol": 83.09,
  "elements": ["O", "C", "C", "C", "C", "N", "H", "H", "H", "H", "H"],
  "coordinates": [[3.17, -0.64, -0.01], [2.15, -0.09, 0.23], [0.59, -0.90, 0.25], [-0.26, 0.20, -0.28], [0.60, 1.42, -0.08], [1.80, 1.28, 0.19], [0.74, -1.84, -0.18], [0.28, -0.98, 1.25], [-1.25, 0.28, 0.19], [-0.44, 0.02, -1.35], [0.32, 2.51, 0.10]]
}

=====

Entry 3:
{
  "formula": "C50H49F3N2OReSSbSe",
  "method": "wB97M-V/def2-TZVPD",
  "spin_multiplicity": 4,
  "homo_lumo_gap_ev": [6.951, 6.191],
  "e_tot_ha": -5536.23105,
  "charge": 3,
  "mol_weight_g_mol": 1169.94,
  "elements": ["Re", "C", "C", "C", "C", "C", "C", "C", "H", "H", "H", "H", "H", "H", "H", "H", "C", "C", "O", "S", "C", "C", "C", "C", "C", "C", "C", "C", "H", "H", "H", "H", "H", "H", "H", "C", "C", "C", "C", "N", "C", "Se", "N", "C", "C", "C", "C", "C", "C", "C", "C", "C", "C", "H", "H", "H", "H", "H", "H", "H", "H", "H", "H", "H", "H", "H", "H", "H", "H", "H", "H", "H", "H", "H", "H", "F", "C", "C", "C", "C", "C", "C", "Sb", "C", "C", "C", "C", "F", "C", "C", "C", "C", "C", "C", "F", "C", "C", "H", "H", "H", "H", "H", "H", "H", "H", "H", "H", "H", "H"],
  "coordinates": [[-0.90, -0.96, -2.05], [-3.97, -3.33, -3.04], [-2.49, -3.15, -2.96], [-1.75, -3.69, -1.89], [-0.37, -3.54, -1.83], [0.31, -2.85, -2.85], [-0.41, -2.32, -3.92], [-1.81, -2.45, -3.96], [-4.40, -3.59, -2.07], [-4.19, -4.14, -3.74], [-4.47, -2.44, -3.42], [-2.27, -4.22, -1.11], [0.19, -3.96, -1.00], [1.39, -2.79, -2.84], [0.11, -1.83, -4.74], [-2.36, -2.01, -4.79], [3.62, -2.58, 5.85], [3.01, -1.81, 4.72], [3.19, -2.02, 3.55], [1.95, -0.47, 5.31], [1.41, 0.11, 3.73], [0.59, -0.68, 2.93], [0.30, -0.30, 1.64], [0.84, 0.87, 1.11], [1.59, 1.71, 1.94], [1.86, 1.34, 3.24], [0.63, 1.25, -0.34], [-0.06, 0.19, -1.10], [4.33, -3.30, 5.44], [2.84, -3.10, 6.40], [4.13, -1.91, 6.54], [0.22, -1.62, 3.32], [-0.30, -0.95, 1.02], [1.99, 2.64, 1.56], [2.47, 1.97, 3.87], [-4.87, 1.63, -4.03], [-5.17, 2.42, -2.77], [-4.10, 3.45, -2.42], [-2.77, 2.86, -1.96], [-2.83, 2.35, -0.59], [-3.04, 1.09, -0.18], [-3.17, -0.44, -1.30], [-3.17, 1.05, 1.15], [-3.48, -0.10, 2.00], [-4.95, -0.11, 2.42], [-5.92, -0.33, 1.26], [-5.98, -1.78, 0.80], [-3.03, 2.34, 1.64], [-3.07, 2.85, 2.93], [-2.90, 4.21, 3.06], [-2.70, 5.04, 1.94], [-2.65, 4.55, 0.66], [-2.82, 3.17, 0.53], [-5.66, 0.91, -4.24], [-3.93, 1.07, -3.95], [-4.79, 2.29, -4.89], [-5.35, 1.75, -1.92], [-6.12, 2.95, -2.91], [-4.47, 4.11, -1.63], [-3.91, 4.08, -3.28], [-1.99, 3.63, -1.96], [-2.43, 2.04, -2.61], [-2.81, -0.02, 2.86], [-3.20, -1.00, 1.44], [-5.17, 0.82, 2.94], [-5.06, -0.91, 3.15], [-5.67, 0.33, 0.42], [-6.91, -0.02, 1.58], [-4.99, -2.16, 0.53], [-6.63, -1.90, -0.06], [-6.36, -2.42, 1.59], [-3.24, 2.23, 3.79], [-2.93, 4.66, 4.04], [-2.58, 6.11, 2.10], [-2.50, 5.20, -0.19], [8.92, 0.38, 3.21], [7.74, 0.17, 2.63], [6.60, 0.64, 3.26], [5.38, 0.43, 2.66], [5.31, -0.23, 1.44], [6.47, -0.72, 0.83], [7.70, -0.50, 1.42], [3.50, -0.53, 0.44], [3.13, 1.07, -0.90], [1.89, 1.69, -1.07], [1.79, 2.77, -1.93], [2.91, 3.20, -2.63], [2.77, 4.23, -3.46], [4.14, 2.59, -2.50], [4.24, 1.52, -1.62], [3.85, -2.18, -0.81], [3.74, -2.06, -2.20], [4.06, -3.14, -3.02], [4.46, -4.32, -2.42], [4.77, -5.35, -3.20], [4.57, -4.47, -1.04], [4.26, -3.38, -0.24], [6.69, 1.16, 4.21], [4.47, 0.77, 3.15], [6.43, -1.26, -0.11], [8.62, -0.85, 0.97], [-0.07, 2.10, -0.38], [0.85, 3.29, -2.08], [4.99, 2.96, -3.04], [5.21, 1.06, -1.49], [3.43, -1.13, -2.66], [4.02, -3.07, -4.09], [4.90, -5.41, -0.63], [4.35, -3.48, 0.83]]
}

=====

Entry 4:
{
  "formula": "C22H61N3O10",
  "method": "wB97M-V/def2-TZVPD",
  "spin_multiplicity": 1,
  "homo_lumo_gap_ev": 9.059,
  "e_tot_ha": -1791.21345,
  "smiles": "COCCNCCOC.COCCNCCOC.COCCNCCOC.CO.CO.CO.CO",
  "mol_weight_g_mol": 527.74,
  "elements": ["C", "O", "C", "C", "N", "C", "C", "O", "C", "H", "H", "H", "H", "H", "H", "H", "H", "H", "H", "H", "H", "H", "H", "H", "C", "O", "C", "C", "N", "C", "C", "O", "C", "H", "H", "H", "H", "H", "H", "H", "H", "H", "H", "H", "H", "H", "H", "H", "C", "O", "C", "C", "N", "C", "C", "O", "C", "H", "H", "H", "H", "H", "H", "H", "H", "H", "H", "H", "H", "H", "H", "H", "C", "O", "H", "H", "H", "H", "C", "O", "H", "H", "H", "H", "C", "O", "H", "H", "H", "H", "C", "O", "H", "H", "H", "H"],
  "coordinates": [[-6.13, -1.17, 3.64], [-5.57, -1.69, 2.43], [-5.83, -0.82, 1.32], [-5.59, -1.40, -0.06], [-4.25, -1.25, -0.60], [-3.96, 0.03, -1.25], [-4.45, 0.02, -2.71], [-4.67, 1.35, -3.12], [-4.70, 1.40, -4.54], [-5.55, -0.30, 3.96], [-6.08, -2.03, 4.30], [-7.20, -1.00, 3.50], [-5.12, 0.01, 1.47], [-6.83, -0.38, 1.35], [-6.35, -1.05, -0.75], [-5.82, -2.47, -0.13], [-3.58, -1.49, 0.10], [-2.88, 0.10, -1.33], [-4.41, 0.83, -0.66], [-5.41, -0.52, -2.71], [-3.70, -0.54, -3.28], [-5.49, 0.75, -4.91], [-3.74, 1.27, -5.03], [-5.14, 2.37, -4.82], [3.00, -2.65, -4.12], [3.05, -2.20, -2.80], [2.49, -3.13, -1.87], [2.56, -2.55, -0.45], [1.34, -2.68, 0.34], [0.54, -1.45, 0.39], [-0.89, -1.75, 0.79], [-0.96, -1.74, 2.21], [-2.30, -1.75, 2.67], [3.80, -2.17, -4.70], [2.10, -2.37, -4.69], [3.13, -3.74, -4.20], [2.85, -4.15, -1.96], [1.43, -3.20, -2.15], [2.97, -1.55, -0.38], [3.27, -3.18, 0.09], [1.44, -3.14, 1.23], [0.63, -0.97, -0.58], [1.01, -0.80, 1.14], [-1.14, -2.76, 0.44], [-1.58, -1.03, 0.35], [-3.04, -2.02, 1.91], [-2.63, -0.76, 3.00], [-2.43, -2.46, 3.48], [-0.76, 2.14, 3.85], [0.25, 3.12, 3.53], [1.49, 2.54, 3.10], [1.51, 2.06, 1.65], [1.35, 3.05, 0.60], [0.15, 3.89, 0.62], [0.36, 5.01, -0.42], [1.30, 5.92, 0.12], [2.06, 6.59, -0.88], [-1.32, 2.03, 2.92], [-1.32, 2.54, 4.70], [-0.40, 1.22, 4.32], [1.81, 1.76, 3.79], [2.14, 3.42, 3.23], [0.63, 1.40, 1.59], [2.35, 1.39, 1.45], [2.12, 3.72, 0.69], [0.09, 4.42, 1.57], [-0.79, 3.37, 0.43], [-0.58, 5.53, -0.61], [0.84, 4.56, -1.30], [1.47, 7.21, -1.56], [2.65, 5.85, -1.43], [2.67, 7.30, -0.32], [5.42, 0.23, -3.14], [5.32, -0.83, -2.20], [5.33, 1.24, -2.73], [6.40, 0.22, -3.64], [4.66, 0.09, -3.91], [4.42, -1.22, -2.37], [6.70, -2.11, -0.05], [5.60, -1.41, 0.53], [6.39, -2.85, -0.78], [7.48, -1.45, -0.42], [7.09, -2.71, 0.79], [5.32, -0.81, -0.18], [0.24, 1.18, -2.86], [0.17, 1.13, -1.45], [-0.41, 1.95, -3.28], [1.27, 1.12, -3.20], [-0.17, 0.21, -3.19], [0.57, 1.90, -1.02], [1.38, -4.02, 4.39], [2.68, -4.13, 3.84], [1.26, -3.26, 5.16], [0.55, -3.90, 3.68], [1.21, -5.01, 4.83], [2.81, -3.42, 3.21]]
}

=====

Entry 5:
{
  "formula": "C4H14N2O",
  "method": "wB97M-V/def2-TZVPD",
  "spin_multiplicity": 1,
  "homo_lumo_gap_ev": 9.685,
  "e_tot_ha": -345.49073,
  "smiles": "CCCNCN.O",
  "mol_weight_g_mol": 106.17,
  "elements": ["C", "C", "C", "N", "C", "N", "H", "H", "H", "H", "H", "H", "H", "H", "H", "H", "H", "H", "O", "H", "H"],
  "coordinates": [[0.04, -2.31, -0.59], [-0.46, -1.68, 0.79], [-1.08, -0.33, 0.46], [-0.17, 0.71, 0.01], [-0.82, 2.00, -0.08], [-0.17, 2.91, -0.93], [-0.77, -2.75, -1.18], [0.58, -1.59, -1.16], [0.67, -3.24, -0.26], [0.41, -1.38, 1.30], [-1.21, -2.32, 1.28], [-1.96, -0.43, -0.30], [-1.59, 0.24, 1.34], [0.47, 0.70, 0.80], [-0.97, 2.41, 0.93], [-1.88, 1.82, -0.57], [-0.87, 3.64, -1.27], [0.45, 2.66, -1.67], [3.10, -0.25, 0.77], [3.83, -0.25, 0.17], [2.42, -0.55, 0.15]]
}

=====

Entry 6:
{
  "formula": "C5H14",
  "method": "wB97M-V/def2-TZVPD",
  "spin_multiplicity": 1,
  "homo_lumo_gap_ev": 12.272,
  "e_tot_ha": -198.87292,
  "smiles": "CCC.CC",
  "mol_weight_g_mol": 74.17,
  "elements": ["C", "C", "C", "H", "H", "H", "H", "H", "H", "H", "H", "C", "C", "H", "H", "H", "H", "H", "H"],
  "coordinates": [[1.99, 2.20, 0.03], [0.58, 1.92, 0.57], [0.54, 1.24, 1.92], [2.09, 3.22, -0.33], [2.21, 1.52, -0.81], [2.76, 1.99, 0.78], [0.04, 2.87, 0.64], [0.06, 1.33, -0.19], [1.07, 1.85, 2.64], [-0.46, 1.06, 2.31], [1.14, 0.34, 2.00], [-2.17, -2.15, -1.00], [-0.82, -2.74, -1.48], [-2.96, -2.87, -1.21], [-2.12, -2.07, 0.09], [-2.54, -1.21, -1.41], [-0.53, -2.47, -2.50], [-0.04, -2.27, -0.88], [-0.84, -3.77, -1.17]]
}

=====

> Number 5 is which compound?

C4H14N2O